C36H28BrCl2N4O3Ti as an isolated structure in a non-equilibrium geometry. Source: OMol25; level of theory: the ωB97M-V functional and the def2-TZVPD basis.

Last column: Löwdin charge in e.
CARTESIAN COORDINATES (ANGSTROEM)
H  6.65  0.80  -1.35  0.099
Ti  0.83  -0.02  0.11  0.871
C  3.67  -4.95  -0.86  -0.069
C  0.59  -8.02  -4.17  -0.085
H  1.29  -7.01  -2.42  0.105
C  -1.45  1.19  3.54  -0.152
C  -3.56  0.94  -0.37  -0.026
C  -0.26  3.44  2.33  -0.004
H  -4.46  0.43  -0.06  0.114
H  1.94  -2.67  0.88  0.096
N  1.05  1.84  0.97  -0.078
C  4.19  3.01  -0.62  -0.085
H  -4.57  2.64  -1.24  0.115
C  -1.51  -1.21  3.66  -0.032
C  -3.62  2.16  -1.02  -0.070
H  0.64  -3.44  -5.52  0.086
N  0.88  -4.44  -3.20  0.109
C  -0.49  1.04  2.52  -0.147
H  -0.29  2.59  -1.41  0.096
C  0.12  2.18  1.90  -0.245
C  -1.83  2.50  3.93  -0.048
C  -0.20  -4.10  -5.74  -0.032
C  -1.24  3.58  3.34  -0.075
C  -1.23  2.14  -1.12  -0.164
H  3.97  -4.03  1.07  0.103
H  -2.23  -0.58  0.37  0.114
C  -2.43  2.76  -1.39  -0.628
N  -1.18  0.98  -0.48  -0.022
C  0.02  -7.89  -5.43  -0.065
C  2.86  -5.05  -1.97  -0.029
H  -0.24  -2.21  2.21  0.118
Cl  1.25  0.29  -2.12  0.267
H  -0.21  -8.77  -6.01  0.104
H  -2.70  0.07  4.89  0.123
H  -0.35  -4.11  -6.82  0.065
H  0.13  -3.76  -3.23  0.099
H  3.98  4.07  -0.67  0.108
H  -2.58  2.62  4.71  0.109
C  -0.26  -6.63  -5.94  -0.232
H  0.79  -9.01  -3.77  0.101
H  4.59  -5.53  -0.83  0.107
C  3.53  0.77  -0.05  -0.330
H  -1.53  4.57  3.65  0.107
Cl  -2.43  4.29  -2.21  0.694
H  -1.09  -3.65  -5.29  0.093
C  -2.32  0.38  -0.12  -0.097
C  1.66  -4.32  -2.07  -0.166
H  0.19  4.32  1.89  0.104
H  3.14  -5.69  -2.80  0.115
C  0.88  -6.90  -3.41  -0.038
C  -0.89  -6.52  -7.31  -0.056
H  -0.18  -6.14  -8.05  0.086
C  5.70  1.16  -1.00  -0.120
C  3.34  -4.10  0.19  -0.081
H  -1.75  -5.85  -7.31  0.080
C  3.21  2.14  -0.09  -0.182
H  1.92  3.75  0.59  0.114
O  2.60  -0.13  0.41  -0.225
H  -1.89  -2.14  4.08  0.111
Br  6.68  3.72  -1.77  0.723
C  4.75  0.30  -0.48  -0.004
C  -0.58  -1.27  2.62  -0.099
H  -1.23  -7.50  -7.65  0.072
H  4.94  -0.77  -0.43  0.124
C  1.35  -3.42  -1.03  -0.066
C  2.00  2.67  0.46  -0.065
C  5.40  2.52  -1.06  -0.694
C  0.06  -5.49  -5.20  -0.164
C  2.19  -3.35  0.08  -0.036
O  -0.66  -2.61  -2.01  0.095
C  0.16  -2.54  -1.13  -0.511
N  -0.07  -0.18  2.07  0.031
C  -1.95  0.01  4.10  0.007
O  -0.01  -1.64  -0.12  -0.255
C  0.63  -5.63  -3.93  -0.184

The molar mass comes out at 763.3 g mol⁻¹. The calculation puts the energy at -6177.4861 Eh. Its net charge is 0. The strongest force on any atom comes out at 1.6 eV/A. Its gap between HOMO and LUMO (spin up / spin down) is 5.08 / 6.54 eV. Its expectation value of S² is 0.79. The HOMO energy (spin up / spin down) is -5.91 / -7.48 eV. Its spin multiplicity is 2.

---

C36H28ClMoN7O as an isolated structure in a non-equilibrium geometry. Source: OMol25; level of theory: the ωB97M-V functional and the def2-TZVPD basis.

Last column: Löwdin charge in e.
CARTESIAN COORDINATES (ANGSTROEM)
C  -2.99  -2.25  0.76  0.000
Mo  0.36  0.38  -0.10  1.721
H  -3.41  -5.88  2.52  0.088
C  -1.05  -2.03  2.13  -0.112
N  0.66  -0.27  1.98  -0.050
O  0.63  1.46  -1.67  -0.229
C  3.39  -2.68  -0.28  -0.129
C  -3.05  -0.30  -2.99  0.006
H  -0.07  -2.29  -1.87  0.105
C  -1.55  4.09  1.32  -0.005
C  2.46  5.15  -1.98  -0.655
H  3.88  4.45  -0.56  0.127
C  -4.06  1.62  -4.29  -0.019
H  -3.42  3.79  0.13  0.143
C  -2.31  1.41  -0.93  -0.130
C  3.00  1.93  -0.25  -0.018
H  -3.33  2.00  -5.01  0.099
H  -1.69  5.02  1.85  0.117
C  -2.01  0.04  -0.82  -0.262
C  3.21  -0.34  0.37  -0.214
C  2.98  4.22  -1.12  -0.037
C  -3.36  1.06  -3.08  -0.223
H  -3.34  -0.97  -3.79  0.131
H  0.44  3.30  1.99  0.121
H  -0.12  3.34  -3.27  0.126
H  -0.75  -3.59  3.58  0.122
C  1.21  2.67  -1.74  -0.304
C  -0.46  3.22  1.40  -0.085
C  1.33  4.84  -2.76  -0.049
C  -2.38  -0.79  -1.89  -0.021
C  -2.96  1.90  -2.05  0.041
H  -3.64  -1.87  -0.01  0.116
N  0.02  -1.25  2.67  -0.029
C  4.67  -2.72  0.35  0.007
C  1.36  -0.27  4.12  -0.004
C  -3.35  -3.39  1.45  -0.009
H  -4.65  0.86  -4.80  0.091
H  5.25  -3.63  0.32  0.131
H  -0.02  -1.92  4.67  0.136
H  -2.17  -1.85  -1.82  0.115
C  1.46  0.33  2.87  -0.126
H  1.88  0.00  5.02  0.118
H  4.08  2.00  -0.12  0.151
H  0.95  5.57  -3.45  0.122
H  6.12  -1.64  1.45  0.123
C  2.83  -3.77  -0.99  0.041
C  0.92  -2.42  -1.44  -0.067
C  5.16  -1.61  0.97  -0.026
H  -3.61  -4.95  4.00  0.097
C  -2.54  -3.91  2.46  -0.249
C  4.43  -0.39  0.97  0.010
H  -4.72  2.44  -4.02  0.092
C  -1.39  -3.21  2.79  0.027
N  -1.35  -0.47  0.33  -0.119
H  -4.27  -3.89  1.19  0.129
N  1.39  -1.39  -0.76  -0.023
N  -0.67  2.15  0.63  -0.060
C  -2.43  3.49  0.46  -0.010
H  3.38  -4.70  -1.06  0.138
H  2.07  1.17  2.57  0.108
C  -1.81  -1.57  1.06  -0.198
Cl  3.19  6.70  -2.14  0.734
C  1.61  -3.63  -1.58  -0.006
N  -1.88  2.33  0.05  -0.049
C  0.42  -1.25  3.95  -0.014
C  2.35  2.97  -0.97  -0.142
C  0.73  3.60  -2.66  0.018
C  2.65  -1.50  -0.21  -0.151
N  2.41  0.84  0.14  -0.063
H  4.86  0.49  1.42  0.128
H  1.16  -4.44  -2.15  0.124
H  -2.04  -5.66  3.61  0.084
H  -3.14  2.97  -2.13  0.133
C  -2.92  -5.17  3.18  -0.029

The molar mass comes out at 706.1 g mol⁻¹. The calculation puts the energy at -2375.1694 Eh. Its net charge is +2. The strongest force on any atom comes out at 1.2 eV/A. Its gap between HOMO and LUMO (spin up / spin down) is 6.45 / 6.33 eV. The HOMO energy (spin up / spin down) is -12.95 / -12.77 eV. Its spin multiplicity is 1.

---

C36H28F12N5O4PTi as an isolated structure in a non-equilibrium geometry. Source: OMol25; level of theory: the ωB97M-V functional and the def2-TZVPD basis.

Last column: Löwdin charge in e.
CARTESIAN COORDINATES (ANGSTROEM)
C  -3.24  -1.41  0.17  -0.724
N  -0.80  4.23  0.06  0.224
H  5.57  3.33  1.99  0.049
N  0.94  -0.41  1.01  -0.038
H  -0.57  0.70  -3.85  0.129
C  -0.63  -0.47  4.43  0.019
C  -0.22  0.03  3.20  -0.068
O  -2.13  -0.97  0.67  -0.188
O  -0.58  1.69  1.49  -0.255
F  -2.79  0.91  3.30  0.172
C  2.96  0.16  2.34  0.013
F  1.38  2.67  -3.03  0.151
H  -1.55  -1.00  -7.71  0.089
F  -2.34  3.02  2.82  0.131
H  0.91  -2.77  1.69  0.151
H  -1.66  -3.56  5.54  0.114
C  1.92  1.13  -1.26  -0.259
H  6.29  2.69  0.48  0.112
H  2.53  -0.45  3.14  0.108
H  -3.02  -2.70  -6.72  0.129
C  2.14  2.44  -1.95  -0.499
H  0.34  -6.77  -1.46  0.087
C  0.32  -2.15  2.44  -0.026
F  1.66  2.66  2.59  0.143
C  0.37  -0.78  2.24  -0.298
N  -2.01  6.08  -0.30  0.151
C  3.88  1.59  0.30  -0.009
N  -3.04  4.00  -0.59  0.125
C  2.29  -0.03  -2.28  -0.536
H  -1.87  -1.91  6.47  0.067
F  0.92  2.49  4.62  0.144
H  -3.84  -0.59  -1.69  0.081
C  4.64  1.59  1.43  -0.330
H  6.58  2.10  2.11  0.066
H  -0.88  -5.71  0.30  0.101
C  -0.35  -3.90  -3.05  -0.089
H  4.65  0.86  3.45  0.108
F  2.26  -1.25  -1.75  0.167
C  5.80  2.46  1.48  -0.071
C  -2.65  2.73  -0.76  -0.282
H  -0.27  -2.66  6.50  0.057
F  3.59  0.13  -2.60  0.137
C  -3.29  -1.48  -1.37  -0.228
F  -0.01  3.96  3.30  0.087
C  -0.16  -2.66  3.60  -0.071
H  -1.68  -3.45  0.03  0.098
C  -1.86  -1.14  -3.94  -0.379
C  -2.37  -1.97  -6.11  -0.093
C  -1.01  -0.01  -5.88  -0.076
C  -1.25  -3.88  -0.86  -0.082
N  -2.19  1.71  -0.96  0.156
O  -4.19  -1.81  0.77  0.075
C  -0.78  -5.21  -0.64  -0.073
F  1.83  3.48  -1.14  0.133
C  -2.53  -1.98  -4.73  -0.142
H  -0.25  -3.73  3.63  0.107
F  1.51  0.03  -3.36  0.145
C  -1.04  -3.22  -2.03  -0.356
F  -2.03  2.13  4.71  0.154
H  0.06  4.71  0.24  0.131
H  -0.08  -3.39  -4.00  0.120
C  -0.10  -5.82  -1.63  -0.125
H  -3.86  -2.39  -1.62  0.092
C  2.12  0.25  1.16  -0.242
H  0.73  -5.74  -3.60  0.111
F  3.45  2.71  -2.43  0.068
C  -1.56  -1.00  -6.65  -0.119
C  -0.49  1.54  2.88  -0.245
P  -1.54  -1.45  -2.10  1.115
O  0.50  1.16  -1.16  -0.274
H  -0.39  0.73  -6.32  0.093
C  -1.94  4.73  -0.31  -0.518
H  -2.93  6.49  -0.38  0.108
H  -1.15  0.22  5.15  0.140
H  -1.48  6.55  0.40  0.091
C  0.52  2.66  3.35  -0.439
Ti  -0.71  0.32  0.07  0.962
H  -0.66  3.24  0.21  0.066
C  0.16  -5.17  -2.83  -0.092
C  -1.15  -0.08  -4.49  -0.092
H  -3.03  -2.81  -4.18  0.121
H  4.28  2.22  -0.49  0.109
C  -0.70  -1.84  4.56  -0.257
C  -1.16  -2.53  5.89  -0.051
C  2.67  0.96  0.10  -0.057
C  4.18  0.85  2.48  -0.041
C  -1.90  1.89  3.43  -0.581

The molar mass comes out at 901.5 g mol⁻¹. The calculation puts the energy at -4352.8693 Eh. Its net charge is -1. The strongest force on any atom comes out at 3.7 eV/A. Its gap between HOMO and LUMO (spin up / spin down) is 6.49 / 6.96 eV. Its expectation value of S² is 0.75. The HOMO energy (spin up / spin down) is -4.01 / -4.48 eV. Its spin multiplicity is 2.

---

Which of these has the highest molar mass?
C36H28F12N5O4PTi